{
  "formula": "C56H124N4O8",
  "method": "ωB97M-V with the def2-TZVPD basis set",
  "symbols": ["C", "C", "C", "O", "C", "H", "H", "H", "H", "H", "H", "H", "H", "C", "C", "C", "O", "C", "H", "H", "H", "H", "H", "H", "H", "H", "C", "C", "C", "O", "C", "H", "H", "H", "H", "H", "H", "H", "H", "C", "C", "C", "O", "C", "H", "H", "H", "H", "H", "H", "H", "H", "C", "C", "C", "O", "C", "H", "H", "H", "H", "H", "H", "H", "H", "C", "C", "C", "O", "C", "H", "H", "H", "H", "H", "H", "H", "H", "C", "C", "C", "O", "C", "H", "H", "H", "H", "H", "H", "H", "H", "C", "C", "C", "O", "C", "H", "H", "H", "H", "H", "H", "H", "H", "C", "C", "N", "C", "C", "C", "C", "H", "H", "H", "H", "H", "H", "H", "H", "H", "H", "H", "H", "H", "H", "H", "C", "C", "N", "C", "C", "C", "C", "H", "H", "H", "H", "H", "H", "H", "H", "H", "H", "H", "H", "H", "H", "H", "C", "C", "N", "C", "C", "C", "C", "H", "H", "H", "H", "H", "H", "H", "H", "H", "H", "H", "H", "H", "H", "H", "C", "C", "N", "C", "C", "C", "C", "H", "H", "H", "H", "H", "H", "H", "H", "H", "H", "H", "H", "H", "H", "H"],
  "positions_angstrom": [[-4.83355, 1.34944, -2.04594], [-4.92113, 0.42201, -0.85928], [-4.27797, -0.85799, -1.39438], [-4.49258, -0.73000, -2.81203], [-5.13542, 0.44638, -3.23518], [-3.83409, 1.76333, -2.17966], [-5.52531, 2.19166, -2.03147], [-5.95713, 0.19896, -0.60420], [-4.49990, 0.80653, 0.06960], [-4.82841, -1.67684, -0.93113], [-3.21682, -0.80227, -1.15159], [-6.20318, 0.31907, -3.41348], [-4.72943, 0.81766, -4.17614], [-2.35424, 1.66057, 7.09557], [-3.82649, 1.27262, 7.27585], [-4.24599, 0.86662, 5.91448], [-3.29167, 1.48846, 5.05618], [-2.35604, 2.30396, 5.75069], [-1.67456, 0.81607, 7.20934], [-1.95983, 2.26635, 7.91140], [-4.41421, 2.11701, 7.63596], [-3.99655, 0.43473, 7.95195], [-5.27840, 1.12074, 5.67438], [-4.11759, -0.19168, 5.68733], [-2.75266, 3.31872, 5.78333], [-1.41306, 2.38685, 5.21030], [0.55007, 4.54735, -2.04327], [1.79593, 4.42274, -2.92232], [2.62803, 5.66180, -2.55946], [1.61588, 6.59102, -2.37605], [0.32852, 6.02025, -2.08195], [0.75091, 4.22127, -1.02276], [-0.30383, 4.00546, -2.44985], [1.55042, 4.42896, -3.98429], [2.38104, 3.53833, -2.67017], [3.31600, 6.00805, -3.33075], [3.19743, 5.47278, -1.64943], [-0.29578, 6.26322, -2.94178], [-0.05212, 6.28412, -1.09524], [5.51760, 3.20743, -0.76341], [5.52988, 2.87976, -2.26896], [7.00536, 2.74223, -2.55378], [7.70381, 3.55788, -1.58327], [6.96695, 3.46098, -0.37625], [5.14089, 2.32841, -0.24043], [4.93366, 4.11659, -0.62007], [5.14116, 3.65619, -2.92786], [4.99364, 1.96619, -2.52576], [7.29841, 3.04556, -3.55887], [7.35660, 1.71372, -2.47070], [7.04043, 4.36840, 0.22316], [7.30525, 2.65045, 0.26926], [4.18029, -1.20941, 2.81996], [5.51404, -0.63757, 3.14752], [5.53184, -0.71064, 4.67508], [4.42745, -1.53720, 5.06673], [3.99655, -2.22131, 3.89294], [4.16305, -1.69205, 1.84279], [3.45373, -0.40986, 2.96467], [5.54535, 0.36590, 2.72305], [6.31827, -1.27069, 2.77273], [5.45131, 0.30052, 5.07403], [6.48529, -1.10432, 5.02730], [2.95340, -2.52900, 3.96555], [4.53855, -3.13320, 3.64235], [2.86590, 2.51377, 3.74490], [3.14191, 3.92390, 3.36946], [2.11728, 4.70255, 4.21284], [0.97282, 3.88385, 4.26746], [1.33123, 2.57501, 3.84415], [3.26030, 2.31773, 4.74195], [3.14837, 1.78803, 2.98226], [2.99567, 4.13604, 2.31036], [4.14471, 4.25542, 3.63886], [1.90723, 5.67553, 3.76865], [2.58046, 4.91958, 5.17537], [0.98831, 2.32458, 2.84026], [1.11555, 1.84932, 4.62834], [-2.78652, 5.47942, 3.48016], [-1.63052, 5.65806, 2.56484], [-1.47501, 4.35799, 1.85632], [-2.80907, 3.98282, 1.64638], [-3.59943, 4.35624, 2.73719], [-3.36181, 6.38094, 3.69089], [-2.40954, 5.18883, 4.46074], [-0.74576, 6.08059, 3.04104], [-1.89976, 6.43943, 1.85416], [-0.91947, 3.62485, 2.44111], [-0.88893, 4.42190, 0.93952], [-3.64537, 3.45769, 3.35250], [-4.62248, 4.60591, 2.45587], [-0.75828, 0.67019, -3.53901], [0.55973, 0.28857, -4.07289], [0.63661, 1.11849, -5.35065], [-0.71945, 1.38549, -5.67282], [-1.59154, 0.70844, -4.79480], [-0.68205, 1.63516, -3.03789], [-1.16636, -0.04319, -2.82301], [0.68609, -0.76653, -4.31558], [1.36007, 0.63109, -3.41697], [1.22709, 0.54754, -6.06720], [1.13586, 2.07485, -5.19494], [-1.90662, -0.28042, -5.12793], [-2.53501, 1.22495, -4.61822], [5.11873, -4.59752, -4.18264], [4.94239, -3.07233, -4.49565], [3.53537, -2.70316, -4.54840], [2.80250, -3.29520, -5.70688], [3.28752, -2.68987, -7.06733], [2.77035, -2.85704, -3.28756], [3.43873, -2.11446, -2.10179], [4.62581, -4.88120, -3.25277], [6.15662, -4.88483, -4.01431], [4.74466, -5.26089, -4.96246], [5.50332, -2.49327, -3.76207], [5.47618, -2.86137, -5.42229], [2.83460, -4.38472, -5.71112], [1.74574, -3.06717, -5.56779], [2.81274, -1.73474, -7.29186], [4.37001, -2.57414, -7.12139], [3.07115, -3.38254, -7.88064], [2.84671, -3.91045, -3.01809], [1.72444, -2.60079, -3.45639], [4.45757, -2.43482, -1.88398], [2.82340, -2.24763, -1.21200], [3.53843, -1.03755, -2.23756], [-1.52280, -3.74596, -2.34176], [-0.92248, -4.89599, -1.52272], [0.47204, -5.22842, -2.00033], [0.54154, -5.51490, -3.43716], [-0.27192, -6.80163, -3.84669], [1.04712, -6.20289, -1.07930], [2.54140, -6.44005, -1.31368], [-2.47824, -3.47275, -1.89389], [-1.70810, -3.86408, -3.40937], [-0.94990, -2.81869, -2.33432], [-0.84981, -4.64406, -0.46473], [-1.53749, -5.79450, -1.57313], [0.21578, -4.70248, -4.08673], [1.59220, -5.56203, -3.72348], [-0.07345, -6.94419, -4.90894], [0.06192, -7.71760, -3.35920], [-1.35519, -6.72961, -3.74954], [0.55685, -7.17234, -1.16821], [0.89135, -5.86879, -0.05353], [3.06800, -5.49016, -1.40589], [2.75317, -6.85471, -2.29922], [2.96906, -7.04659, -0.51536], [-7.91703, -2.46770, 0.46730], [-7.11673, -2.87194, 1.69149], [-6.23314, -1.73471, 2.01987], [-5.11595, -2.18218, 2.85161], [-3.99466, -2.77390, 1.98108], [-6.86895, -0.54534, 2.60959], [-7.65051, -0.74926, 3.91189], [-8.78928, -3.10665, 0.32939], [-7.37011, -2.51164, -0.47454], [-8.36064, -1.47225, 0.44751], [-7.74081, -3.10770, 2.55350], [-6.55093, -3.76193, 1.41600], [-4.71565, -1.25076, 3.25202], [-5.35529, -2.73036, 3.76283], [-4.25262, -3.74254, 1.55296], [-3.75837, -2.24875, 1.05561], [-3.09135, -2.98145, 2.55471], [-7.49940, -0.12914, 1.82384], [-6.10477, 0.21911, 2.75011], [-7.03719, -1.14966, 4.71912], [-8.52539, -1.39288, 3.82007], [-8.01294, 0.20707, 4.28896], [-2.00081, 0.41001, 2.29410], [-1.24581, 0.71183, 0.93528], [0.19930, 0.45027, 0.96586], [0.48422, -0.93384, 1.31849], [-0.10667, -1.89533, 0.30766], [0.83884, 0.91483, -0.26313], [2.29620, 1.35306, -0.02588], [-3.07265, 0.54891, 2.15278], [-1.77696, 1.09180, 3.11455], [-1.87125, -0.60206, 2.67755], [-1.75122, 0.21288, 0.10841], [-1.40184, 1.78617, 0.83764], [0.16961, -1.20785, 2.32548], [1.56188, -1.00987, 1.46332], [0.09751, -2.87651, 0.73625], [0.24179, -1.82944, -0.72304], [-1.19288, -1.90946, 0.21796], [0.76812, 0.11442, -0.99964], [0.31755, 1.79566, -0.63795], [2.67705, 1.66624, -0.99798], [2.41083, 2.19337, 0.65884], [2.91026, 0.52365, 0.32500]],
  "lowdin_charge": [-0.17, -0.17, -0.18, -0.15, -0.22, 0.11, 0.11, 0.10, 0.11, 0.10, 0.09, 0.11, 0.10, -0.17, -0.17, -0.21, -0.17, -0.20, 0.11, 0.11, 0.11, 0.11, 0.11, 0.11, 0.11, 0.11, -0.19, -0.16, -0.23, -0.14, -0.19, 0.10, 0.11, 0.11, 0.09, 0.12, 0.10, 0.12, 0.11, -0.17, -0.18, -0.23, -0.14, -0.25, 0.09, 0.09, 0.10, 0.10, 0.11, 0.10, 0.11, 0.10, -0.23, -0.22, -0.21, -0.13, -0.26, 0.11, 0.09, 0.10, 0.09, 0.10, 0.10, 0.11, 0.11, -0.18, -0.20, -0.22, -0.14, -0.21, 0.12, 0.09, 0.10, 0.10, 0.11, 0.11, 0.10, 0.12, -0.15, -0.20, -0.22, -0.14, -0.17, 0.10, 0.09, 0.11, 0.11, 0.10, 0.11, 0.10, 0.12, -0.19, -0.18, -0.19, -0.12, -0.20, 0.11, 0.11, 0.10, 0.11, 0.11, 0.11, 0.12, 0.10, -0.09, -0.24, -0.18, -0.23, -0.08, -0.23, -0.09, 0.04, 0.06, 0.06, 0.09, 0.09, 0.09, 0.09, 0.06, 0.05, 0.06, 0.06, 0.09, 0.04, 0.06, 0.05, -0.09, -0.22, -0.17, -0.24, -0.08, -0.28, -0.11, 0.06, 0.07, 0.05, 0.09, 0.10, 0.09, 0.08, 0.06, 0.06, 0.06, 0.10, 0.10, 0.05, 0.06, 0.07, -0.10, -0.23, -0.18, -0.26, -0.09, -0.25, -0.09, 0.07, 0.07, 0.06, 0.10, 0.11, 0.09, 0.11, 0.06, 0.05, 0.06, 0.09, 0.11, 0.06, 0.06, 0.07, -0.05, -0.21, -0.18, -0.24, -0.08, -0.23, -0.06, 0.06, 0.05, 0.05, 0.08, 0.09, 0.10, 0.09, 0.07, 0.05, 0.06, 0.09, 0.10, 0.05, 0.06, 0.06],
  "largest_force_ha_per_bohr": 0.0512,
  "e_above_lowest_kcal_mol": 0.0,
  "molar_mass_g_mol": 981.6,
  "multiplicity": 2,
  "charge": -1
}